Below is a molecular structure, C35H36Cl2N6O2PdS2Te, with properties calculated with ωB97M-V with the def2-TZVPD basis set.

Computed properties:
Frontier orbital gap in eV: 4.82
Charge: +2
E_tot in eV: -107389.576
HOMO level in eV: -11.84
E_LUMO in hartree: -0.25790

Geometry as XYZ:
```
85
Properties=species:S:1:pos:R:3:mulliken_charge:R:1
Pd 0.71 -0.56 0.97 1.165
C -2.03 2.02 1.69 -1.071
N -3.20 2.34 0.86 0.291
C -4.17 3.25 1.48 -1.275
C -3.34 1.91 -0.39 0.613
S -1.81 1.65 -1.27 -0.376
N -4.51 1.86 -1.00 0.416
C -5.75 1.58 -0.27 -1.271
C -4.69 2.03 -2.44 -1.123
H -2.33 2.12 2.73 0.504
H -1.21 2.72 1.50 0.424
H -1.70 1.01 1.53 0.004
H -3.59 4.02 2.00 0.436
H -4.80 2.74 2.20 0.386
H -4.78 3.73 0.72 0.438
H -5.53 1.17 0.70 0.405
H -6.30 0.84 -0.85 0.366
H -6.37 2.47 -0.18 0.374
H -3.80 2.46 -2.89 0.398
H -5.52 2.72 -2.59 0.437
H -4.92 1.08 -2.92 0.317
Te -1.79 -0.68 -2.03 0.475
C -2.98 -0.60 -3.72 0.584
C -2.64 0.17 -4.84 -0.281
C -3.50 0.16 -5.93 -0.701
C -4.66 -0.60 -5.90 -0.538
C -4.98 -1.37 -4.78 -0.564
C -4.14 -1.37 -3.68 -0.605
C 0.06 -0.43 -3.00 1.131
C 0.91 0.64 -2.79 -0.491
C 2.13 0.66 -3.45 -0.784
C 2.49 -0.38 -4.30 -0.566
C 1.63 -1.45 -4.49 -0.756
C 0.41 -1.49 -3.83 -0.722
H -1.73 0.75 -4.86 0.501
H -3.25 0.75 -6.80 0.442
H -5.32 -0.60 -6.76 0.437
H -5.88 -1.97 -4.78 0.447
H -4.39 -1.96 -2.81 0.412
H 0.66 1.46 -2.13 0.406
H 2.80 1.50 -3.31 0.460
H 3.43 -0.35 -4.82 0.440
H 1.91 -2.27 -5.15 0.478
H -0.26 -2.33 -3.99 0.473
Cl 3.90 -2.21 2.52 -0.142
C 2.58 -1.76 3.56 0.840
C 1.37 -2.42 3.36 -0.939
C 0.29 -2.16 4.19 -0.374
C 0.42 -1.24 5.22 -0.858
C 1.63 -0.58 5.40 0.927
Cl 1.76 0.58 6.68 -0.195
C 2.75 -0.82 4.58 -0.977
N 3.94 -0.16 4.85 -0.005
C 4.85 0.35 3.90 -0.394
C 6.18 -0.02 3.96 -0.573
C 7.09 0.47 3.04 -0.597
C 6.66 1.34 2.04 -0.686
C 5.34 1.73 2.00 -0.720
C 4.42 1.27 2.94 1.017
C 3.01 1.83 2.94 -1.124
C 2.05 1.04 2.12 1.281
O 2.42 0.48 1.02 -0.613
O 0.83 0.88 2.44 -0.764
H 1.31 -3.16 2.58 0.552
H -0.65 -2.68 4.04 0.495
H -0.40 -1.02 5.89 0.487
H 4.14 0.01 5.82 0.334
H 6.50 -0.72 4.72 0.494
H 8.13 0.18 3.09 0.414
H 7.37 1.72 1.31 0.409
H 5.01 2.44 1.25 0.415
H 3.04 2.83 2.50 0.650
H 2.60 1.92 3.95 0.338
N 2.44 -1.96 -0.88 -0.073
C 2.81 -3.15 -1.37 -0.449
C 1.77 -4.03 -1.12 -1.160
C 0.81 -3.28 -0.44 -0.546
N 1.23 -2.02 -0.31 0.855
H 2.99 -1.11 -0.79 -0.007
H 3.76 -3.29 -1.85 0.551
H 1.73 -5.07 -1.38 0.512
H -0.14 -3.57 -0.03 0.635
S -3.87 -1.27 0.87 -0.304
C -2.26 -1.33 0.97 0.235
N -1.09 -1.44 1.02 -0.476
```

---

Below is a molecular structure, C4H6FO4Yb, with properties calculated with ωB97M-V with the def2-TZVPD basis set.

Computed properties:
Frontier orbital gap (spin up / spin down) in eV: 4.38 / 3.53
Spin multiplicity: 2
E_tot in eV: -46676.736
HOMO level (spin up / spin down) in eV: -5.48 / -5.48
E_LUMO (spin up / spin down) in hartree: -0.04042 / -0.07180

Geometry as XYZ:
```
16
Properties=species:S:1:pos:R:3:mulliken_charge:R:1
C -1.28 -2.73 -1.10 -0.671
O -0.37 -2.49 -0.10 -0.782
H -0.85 -2.65 -2.13 0.172
H -1.74 -3.75 -1.03 0.249
H -2.13 -2.00 -1.10 0.175
C 1.15 2.09 1.03 0.735
O 1.16 0.98 1.69 -0.364
C 0.40 -0.16 0.80 0.327
C 0.50 0.56 -0.54 -0.282
O 0.64 1.95 -0.19 -0.352
O 1.13 3.20 1.56 -0.494
F -0.87 -0.11 1.32 -0.215
H 1.10 -0.95 1.06 0.360
H 1.40 0.26 -1.08 0.265
H -0.40 0.46 -1.14 0.236
Yb 0.16 5.34 0.94 0.640
```

---

Below is 3 unconnected molecules or ions with the total composition C17H36N4O9P, with properties calculated with ωB97M-V with the def2-TZVPD basis set.

Computed properties:
Frontier orbital gap in eV: 8.11
Charge: +1
E_tot in eV: -51876.913
HOMO level in eV: -12.55
E_LUMO in hartree: -0.16341

Geometry as XYZ:
```
67
Properties=species:S:1:pos:R:3:mulliken_charge:R:1
C 3.23 -1.06 -0.06 -0.595
C 3.76 -0.50 -1.55 -0.221
O 2.68 0.36 -2.05 -0.416
P 3.02 2.05 -1.83 0.871
O 4.13 2.47 -2.92 -0.660
C 1.44 3.02 -2.32 -0.770
C 0.06 2.51 -1.59 -0.374
C 0.26 1.83 -0.11 0.128
N -1.11 1.22 0.26 0.521
N -1.43 -0.13 0.34 -0.264
C -2.92 -0.17 0.69 -0.094
N -3.57 1.23 0.82 -0.304
C -2.34 2.06 0.53 -0.024
N -2.55 3.42 0.54 -0.235
O 3.42 2.53 -0.20 -0.275
C 4.82 2.24 0.15 -0.151
C 5.33 3.50 1.13 -1.081
H 4.03 -1.73 0.47 0.321
H 2.22 -1.63 -0.30 0.100
H 2.91 -0.11 0.56 0.172
H 3.86 -1.46 -2.25 0.326
H 4.82 -0.01 -1.50 0.227
H 1.56 4.19 -2.18 0.400
H 1.30 2.85 -3.49 0.322
H -0.53 1.72 -2.25 0.310
H -0.66 3.44 -1.44 0.217
H 1.01 0.91 -0.09 -0.343
H 0.60 2.66 0.68 0.227
H -0.83 -0.97 0.18 0.262
H -3.54 -1.16 0.81 0.370
H -2.35 4.06 1.37 0.257
H -3.02 3.89 -0.30 0.262
H 5.55 2.11 -0.76 0.371
H 4.92 1.27 0.82 0.191
H 6.45 3.31 1.46 0.334
H 4.67 3.52 2.12 0.259
H 5.27 4.54 0.60 0.308
C -10.32 3.69 -0.48 -1.079
C -10.02 2.26 -0.05 -0.164
O -8.95 1.71 -0.83 -0.351
C -7.71 2.14 -0.50 0.706
O -7.43 2.94 0.38 -0.564
O -6.82 1.55 -1.35 -0.343
C -5.48 2.01 -1.18 -0.795
H -10.52 3.74 -1.55 0.292
H -11.20 4.07 0.06 0.355
H -9.48 4.35 -0.27 0.305
H -10.90 1.63 -0.24 0.286
H -9.80 2.19 1.02 0.301
H -5.15 1.90 -0.14 0.497
H -5.40 3.05 -1.51 0.321
H -4.83 1.39 -1.81 0.280
C 5.91 -7.95 2.58 -1.092
C 5.20 -6.74 3.17 -0.159
O 5.02 -5.72 2.18 -0.343
C 4.04 -5.94 1.28 0.721
O 3.30 -6.91 1.24 -0.549
O 4.03 -4.90 0.40 -0.277
C 3.10 -5.07 -0.67 -0.555
H 6.85 -7.66 2.11 0.292
H 6.12 -8.69 3.36 0.355
H 5.30 -8.43 1.80 0.314
H 5.83 -6.31 3.96 0.283
H 4.24 -7.01 3.62 0.303
H 2.09 -5.27 -0.30 0.315
H 3.43 -5.87 -1.33 0.329
H 3.07 -4.14 -1.25 0.066
```

---

Below is 2 unconnected molecules or ions with the total composition C2H5O3S, with properties calculated with ωB97M-V with the def2-TZVPD basis set.

Computed properties:
Frontier orbital gap in eV: 9.06
Charge: -1
E_tot in eV: -19132.718
HOMO level in eV: -5.05
E_LUMO in hartree: 0.14713

Geometry as XYZ:
```
11
Properties=species:S:1:pos:R:3:mulliken_charge:R:1
C 1.55 -0.33 -0.03 -0.394
C 2.45 0.57 0.26 -0.400
O -1.89 1.08 -0.89 -0.583
O -2.73 0.12 1.26 -0.573
O -1.38 -1.19 -0.36 -0.616
S -2.30 -0.07 -0.09 0.794
H 0.61 -0.46 0.33 0.161
H -3.63 -0.47 -0.76 -0.007
H 1.79 -1.18 -0.72 0.157
H 3.38 0.60 -0.13 0.303
H 2.14 1.33 1.12 0.157
```

---

Below is a gas-phase ion, CH5N2O (charge +1), with properties calculated with ωB97M-V with the def2-TZVPD basis set.

Computed properties:
SMILES: C[N+](N)=O
Frontier orbital gap in eV: 10.73
Charge: +1
E_tot in eV: -6134.786
HOMO level in eV: -17.41
E_LUMO in hartree: -0.24536

Geometry as XYZ:
```
9
Properties=species:S:1:pos:R:3:mulliken_charge:R:1
C -0.60 -0.92 0.01 -0.609
N 0.47 0.07 0.02 0.706
N 0.31 1.32 0.02 -0.323
O 1.67 -0.41 0.05 -0.401
H -0.47 -1.45 -1.05 0.316
H -1.44 -0.36 0.29 0.346
H -0.53 -1.56 0.91 0.306
H -0.65 1.58 -0.19 0.327
H 1.24 1.73 -0.04 0.331
```

---

Below is a molecular structure, C7H9N5OPdS3, with properties calculated with ωB97M-V with the def2-TZVPD basis set.

Computed properties:
Frontier orbital gap (spin up / spin down) in eV: 6.17 / 6.06
Charge: -1
Spin multiplicity: 2
E_tot in eV: -52888.803
HOMO level (spin up / spin down) in eV: -3.43 / -3.32
E_LUMO (spin up / spin down) in hartree: 0.10058 / 0.10045

Geometry as XYZ:
```
26
Properties=species:S:1:pos:R:3:mulliken_charge:R:1
Pd 0.73 0.98 0.68 0.028
N -0.17 -0.05 2.75 -0.387
N 0.54 -1.20 3.10 -0.265
C 1.21 -1.90 2.14 0.507
N 1.51 -3.18 2.60 -0.620
S 1.68 -1.35 0.68 -0.291
H -0.16 0.62 3.51 0.247
H -1.10 -0.26 2.41 0.258
H 0.08 -1.82 3.76 0.275
H 1.95 -3.19 3.51 0.240
H 2.10 -3.65 1.92 0.267
O -1.27 0.22 -0.22 -0.726
N -1.37 0.44 -1.51 0.420
C -2.15 -0.40 -2.21 -0.159
C -2.42 -0.22 -3.54 -0.693
C -1.83 0.88 -4.19 -0.118
C -0.99 1.69 -3.48 -0.781
C -0.69 1.47 -2.12 0.481
S 0.45 2.42 -1.27 -0.378
H -2.55 -1.21 -1.62 0.392
H -3.05 -0.92 -4.06 0.367
H -2.04 1.08 -5.24 0.340
H -0.50 2.53 -3.95 0.365
S 4.80 2.60 2.24 -0.514
C 3.19 2.31 2.09 0.225
N 2.04 2.11 2.03 -0.479
```

---

Q: Number 2 is which compound?
A: C4H6FO4Yb